Density functional theory data (ωB97M-V/def2-TZVPD) for a 3-piece molecular cluster, C10H19N4 overall.

Properties
HOMO level, eV: -11.768
E_LUMO, eV: -2.36
Energy above the lowest of the compared OMol25 structures with the same formula, charge and spin, kcal/mol: 14.1

ORCA input file:
```
! RIJCOSX wB97M-V def2-TZVPD def2/J DEFGRID3
* xyz 1 1
C 4.1786 -1.1671 -1.7396
C 3.2697 -1.6740 -2.7313
C 3.7019 -0.5211 -0.5569
C 1.9710 -1.6620 -2.3619
C 2.3238 -0.4706 -0.2768
C 1.5191 -1.1735 -1.1845
C -1.2046 2.2976 -1.5582
C 0.0188 -1.3000 -0.8498
C -0.6930 -0.2030 -1.5447
C -1.4501 0.6867 2.2944
N -4.0799 0.1029 4.8403
N -2.4712 0.2753 2.7059
N -0.4175 1.0142 1.6282
N -0.4525 1.2018 -0.9862
H 5.2677 -1.3382 -1.9427
H 3.6938 -2.2592 -3.5222
H 4.3626 -0.1412 0.1615
H 1.2499 -2.1499 -2.9903
H 2.0242 0.0153 0.6012
H -2.2618 2.1530 -1.4777
H -0.8419 3.1535 -1.1256
H -1.1124 2.4084 -2.6660
H -0.4891 -2.2562 -0.9745
H 0.0249 -1.1960 0.2383
H -1.8328 -0.2937 -1.6480
H -0.3532 -0.2063 -2.6546
H -3.4243 -0.6123 5.2366
H -3.8816 1.0014 5.2873
H -5.0787 -0.0966 5.1034
H -3.2162 0.0106 3.4450
H -0.7279 1.1287 0.1255
H -0.0918 1.8256 2.1768
H 0.4746 1.4458 -1.0529
*
```


Density functional theory data (ωB97M-V/def2-TZVPD) for C10H19NO2PtSTe as an isolated structure.

Properties
HOMO level, eV: -15.866
E_LUMO, eV: -6.83
Energy above the lowest of the compared OMol25 structures with the same formula, charge and spin, kcal/mol: 0.0

ORCA input file:
```
! RIJCOSX wB97M-V def2-TZVPD def2/J DEFGRID3
* xyz 2 1
Pt 0.2142 0.0859 0.1491
O -0.9271 0.1282 1.9712
C -1.1964 -1.1941 2.4940
C -1.0902 -2.1964 1.3844
C -1.6301 -3.4616 1.5294
C -1.5173 -4.3717 0.4948
C -0.8820 -3.9830 -0.6759
C -0.3626 -2.7123 -0.7582
N -0.4509 -1.8300 0.2568
H -0.6854 0.7027 2.7084
H -2.1852 -1.1999 2.9499
H -0.4512 -1.4379 3.2558
H -2.1379 -3.7225 2.4483
H -1.9308 -5.3662 0.5935
H -0.7899 -4.6533 -1.5182
H 0.1316 -2.3729 -1.6560
C 2.9545 1.6253 -1.3643
Te 1.8192 -0.1105 -1.7904
C 3.1762 -1.5074 -0.9470
H 3.7282 1.7105 -2.1235
H 3.3910 1.5260 -0.3747
H 2.2790 2.4731 -1.4110
H 3.6772 -1.0447 -0.1018
H 3.8914 -1.7883 -1.7160
H 2.6129 -2.3806 -0.6274
C -1.6109 3.4279 -1.7902
S -1.2958 2.7834 -0.1603
C -0.9888 4.3060 0.7126
O 0.1176 2.1503 -0.2897
H -0.8220 4.1247 -2.0671
H -2.5829 3.9211 -1.7737
H -1.6439 2.5815 -2.4733
H -1.9313 4.8503 0.7784
H -0.2369 4.8856 0.1803
H -0.6434 4.0507 1.7119
*
```


Density functional theory data (ωB97M-V/def2-TZVPD) for a 3-piece molecular cluster, C10H19NO6SSi overall.

Properties
HOMO level, eV: -9.480
E_LUMO, eV: 0.31

ORCA input file:
```
! RIJCOSX wB97M-V def2-TZVPD def2/J DEFGRID3
* xyz 0 1
C 1.5803 -3.0120 -0.0773
C 0.7442 -1.9418 0.5691
C 1.1311 -1.5583 1.9829
O -0.1188 -1.1226 2.5345
C -1.1110 -1.7565 1.8661
O -2.2550 -1.7447 2.1875
O -0.6169 -2.3867 0.7771
H 1.1203 -3.3430 -1.0071
H 2.5695 -2.6133 -0.3035
H 1.6797 -3.8755 0.5815
H 0.7023 -1.0568 -0.0736
H 1.8630 -0.7578 2.0479
H 1.4770 -2.4248 2.5510
C 2.7576 3.8724 1.4640
C 2.8168 3.1097 0.1699
C 1.5593 2.3632 -0.2329
O 2.0886 1.2673 -0.9922
C 3.3540 1.0319 -0.5703
O 3.9968 0.0794 -0.8743
O 3.7603 2.0181 0.2563
H 3.7496 4.2241 1.7424
H 2.1035 4.7369 1.3519
H 2.3763 3.2428 2.2686
H 3.1485 3.7527 -0.6502
H 0.8688 2.9340 -0.8469
H 1.0351 1.9637 0.6397
H -3.8739 -2.2868 -3.6304
N -3.9404 -2.8648 -2.7878
C -3.4816 -2.2445 -1.7868
C -2.9085 -0.8630 -1.7375
Si -3.7138 0.2515 -0.4575
S -3.2690 2.2922 -0.9798
H -3.5102 -2.7817 -0.8325
H -1.8314 -0.9200 -1.5382
H -3.0332 -0.3701 -2.7099
H -5.1738 0.0254 -0.4735
H -3.1467 0.0670 0.8802
H -4.4983 2.6924 -1.3085
*
```


Density functional theory data (ωB97M-V/def2-TZVPD) for a 2-piece molecular cluster, C10H19NOS overall.

Properties
HOMO level, eV: -8.745
E_LUMO, eV: 0.76
Energy above the lowest of the compared OMol25 structures with the same formula, charge and spin, kcal/mol: 141.6

ORCA input file:
```
! RIJCOSX wB97M-V def2-TZVPD def2/J DEFGRID3
* xyz 0 1
C 0.4839 3.3867 -0.9895
C 1.6879 0.2958 -2.7343
C -1.6674 0.5689 2.1206
C -2.7716 0.2645 1.1287
C -1.4655 -0.4962 1.4195
C 2.9921 -0.3364 -3.1996
C -4.0772 -0.4140 1.4390
C 1.4718 -0.6559 1.3989
C -0.7488 -1.5402 0.6955
C 0.6226 -1.9338 1.3228
N 1.4601 0.8187 -1.6044
O -0.8644 1.6994 -2.4190
S -0.0631 1.6253 -1.2401
H -0.3608 3.9374 -1.1741
H 1.3112 3.5968 -1.7455
H 0.9169 0.3388 -3.4426
H 0.8690 3.4524 -0.0089
H -1.2486 1.3285 2.6996
H -2.8792 0.9526 0.2837
H 3.6950 0.0142 -2.4682
H 3.2497 0.0585 -4.1093
H 2.6965 -1.4030 -3.3000
H -4.3711 -0.5949 2.5354
H -4.1726 -1.4812 0.9882
H -4.9271 0.1592 1.0674
H 2.4610 -1.0863 1.3750
H 1.2134 -0.0931 2.2604
H 1.3219 -0.0676 0.6170
H -1.4244 -2.3404 0.4047
H -0.5772 -1.2414 -0.2828
H 0.4126 -2.5316 2.2696
H 0.9553 -2.8313 0.6982
*
```


Density functional theory data (ωB97M-V/def2-TZVPD) for one molecule with the formula C10H19P.

Properties
HOMO level (spin up / spin down), eV: -5.223 / -8.945
E_LUMO (spin up / spin down), eV: 1.04 / -2.18
Energy above the lowest of the compared OMol25 structures with the same formula, charge and spin, kcal/mol: 43.8

ORCA input file:
```
! RIJCOSX wB97M-V def2-TZVPD def2/J DEFGRID3
* xyz 0 3
C -2.7220 0.3599 -0.5467
C -1.9283 -0.5570 -0.0417
C 1.7136 -1.0636 -2.1109
C 0.8131 -1.5860 -1.3264
C 1.7644 -1.2829 -3.6086
C -0.7059 -0.6165 2.6991
C 0.7009 3.0248 1.0060
C 0.5760 -1.3755 0.2150
C -0.4773 -0.1243 0.1735
C -0.4381 0.5046 1.6443
P 1.1100 1.4921 2.0719
H -3.8147 0.2180 -0.8666
H -2.4164 1.3383 -0.8124
H -2.2938 -1.5415 0.2359
H 2.4597 -0.3335 -1.7875
H 0.1485 -2.3388 -1.6982
H 0.9213 -1.8275 -3.9203
H 2.6640 -1.8009 -4.0093
H 1.5325 -0.2939 -4.0979
H -1.6838 -0.9142 2.5517
H -0.0506 -1.4958 2.7840
H -0.7969 -0.1246 3.6444
H 0.1968 3.8114 1.5404
H 0.1818 2.7626 0.1164
H 1.6715 3.3388 0.7097
H 1.5286 -0.9478 0.5873
H 0.2150 -2.2588 0.6864
H -0.1658 0.4843 -0.6974
H -1.3423 1.0662 1.6742
H 0.6384 2.0823 3.1839
*
```


Density functional theory data (ωB97M-V/def2-TZVPD) for C10H20AuCl2O3P as an isolated structure.

Properties
HOMO level (spin up / spin down), eV: -14.881 / -14.831
E_LUMO (spin up / spin down), eV: -8.45 / -12.57

ORCA input file:
```
! RIJCOSX wB97M-V def2-TZVPD def2/J DEFGRID3
* xyz 2 3
C -3.4117 1.2514 -0.9115
C -2.3727 0.2796 -0.6192
H -4.0000 1.4459 -0.0128
H -3.9314 0.6011 -1.5764
H -3.2798 2.2058 -1.4291
O -1.7973 -0.0045 0.4516
Cl -1.5160 -0.3550 -1.8842
Au 1.5839 0.7366 1.1831
P 1.1772 2.5222 -0.5286
C 1.9664 3.6311 0.7001
C 2.3430 2.4133 -1.9591
H -0.5537 3.0427 -2.1835
H 0.1919 4.5220 -1.4916
H -1.0268 3.6037 -0.5509
C -0.2004 3.5144 -1.2601
H 1.8237 1.8012 -2.7280
H 2.5909 3.3909 -2.3769
H 2.2553 4.5911 0.2887
H 2.8261 3.0744 1.0984
H 3.2342 1.8810 -1.6230
H 1.2298 3.7543 1.5144
C 0.8103 -0.1610 2.6091
O 0.5081 -0.5259 3.7227
Cl 3.5388 -0.1334 0.7141
C 0.3999 -4.3889 0.9922
C -0.9385 -4.3663 0.1453
C -1.2238 -2.9055 0.0044
O -0.3900 -2.1446 0.8886
C 0.5260 -2.9861 1.5476
H 0.3652 -5.1610 1.7895
H 1.2675 -4.6130 0.3375
H -1.7247 -4.8608 0.7325
H -0.8318 -4.8914 -0.7974
H -1.0211 -2.5730 -1.0193
H -2.2749 -2.6208 0.1901
H 0.3186 -2.9879 2.6314
H 1.5381 -2.5837 1.4102
*
```


Density functional theory data (ωB97M-V/def2-TZVPD) for a 5-piece molecular cluster, C10H20Br10 overall.

Properties
HOMO level, eV: -10.100
E_LUMO, eV: 0.02
Energy above the lowest of the compared OMol25 structures with the same formula, charge and spin, kcal/mol: 40.9

ORCA input file:
```
! RIJCOSX wB97M-V def2-TZVPD def2/J DEFGRID3
* xyz 0 1
Br -4.5708 2.0832 -2.2610
C -4.8202 2.1867 -4.2572
C -5.3262 3.4939 -4.8386
Br -5.3318 3.2915 -6.8041
H -5.5510 1.4254 -4.5300
H -3.9339 1.7583 -4.7252
H -4.7050 4.3733 -4.6682
H -6.3819 3.4903 -4.5673
Br 4.3175 2.2491 8.3051
C 2.4081 2.6907 8.8470
C 2.4238 2.3533 10.3820
Br 0.5353 2.1453 10.9390
H 1.7979 1.9605 8.3155
H 2.1321 3.7142 8.5934
H 2.9051 3.0832 11.0330
H 2.7922 1.3517 10.6036
Br -8.1982 -4.0442 0.1507
C -6.7487 -3.0801 1.1024
C -5.4198 -3.8210 0.8417
Br -5.4119 -5.6903 1.6973
H -7.0193 -3.0621 2.1582
H -6.8599 -2.0496 0.7651
H -4.6386 -3.1947 1.2724
H -5.2108 -3.8647 -0.2272
Br 8.6632 -0.1839 -4.5588
C 7.4847 -0.7240 -6.0207
C 8.1912 -0.7278 -7.3341
Br 6.9136 -1.2652 -8.8014
H 6.6246 -0.0629 -5.9146
H 7.1198 -1.7222 -5.7786
H 8.9833 -1.4734 -7.2650
H 8.6619 0.2306 -7.5531
Br 0.7137 -1.0276 3.0669
C 1.0130 -0.3059 1.1350
C 0.9524 -1.4431 0.0884
Br 1.5755 -0.6661 -1.6189
H 1.9980 0.1600 1.1075
H 0.2819 0.4757 0.9280
H -0.0320 -1.9032 0.0017
H 1.6712 -2.2049 0.3900
*
```